Record 1
Here is a molecular structure, C5H8AlLiO3 from the OMol25 dataset. Energies are from the ωB97M-V functional and the def2-TZVPD basis.

Results
Expectation value of S²: 0.765
E_tot (eV): -18221.60111
Net charge: +3
Spin multiplicity: 2
Energy above the lowest of the compared OMol25 structures with the same formula, charge and spin (kJ/mol): 345.7
F_max (eV/A): 4.97
HOMO (spin up / spin down) (eV): -21.40 / -21.32
Kohn-Sham gap (spin up / spin down) (eV): 8.08 / 4.84

CARTESIAN COORDINATES (ANGSTROEM)
H  -2.3256  -1.9248  -1.2483
O  1.0875  0.4985  -0.4281
C  2.9016  2.3674  -1.4672
O  0.0513  1.4305  1.3081
H  -0.1882  -2.0283  -0.0767
H  -3.1837  -1.4941  0.2672
H  1.8293  2.1276  0.5950
Al  -1.3504  1.5926  2.3330
H  -1.0448  -1.7242  1.5268
C  0.1003  0.5522  0.4187
C  -2.3377  -2.0471  -0.1586
Li  2.3308  -1.0186  -0.7685
O  -0.9729  -0.1366  0.2045
H  3.7720  1.7116  -1.6052
H  0.9775  2.7194  -0.7557
C  1.8448  2.0483  -0.6623
H  -2.4496  -3.1125  0.0796
C  -1.0421  -1.5616  0.4377

---

Record 2
Here is 2 unconnected molecules or ions with the total composition C5H8BBrClNO2 from the OMol25 dataset. Energies are from the ωB97M-V functional and the def2-TZVPD basis.

Results
E_tot (eV): -94141.34620
Spin multiplicity: 1
Energy above the lowest of the compared OMol25 structures with the same formula, charge and spin (kJ/mol): 0.0
F_max (eV/A): 3.37
HOMO (eV): -7.84
Kohn-Sham gap (eV): 4.24

CARTESIAN COORDINATES (ANGSTROEM)
O  -2.3972  -0.9220  0.8699
B  -1.1731  -1.2814  0.5313
H  -0.6799  1.7316  0.7606
H  1.5799  -1.2267  -1.2726
C  -0.0951  -0.3244  -0.1801
C  -0.4603  0.6929  -1.2019
H  -2.7117  0.0017  0.7436
O  -0.7264  -2.5371  0.7751
N  2.1230  0.3705  -0.0443
H  0.1742  0.8349  -2.0643
H  1.9230  2.3510  0.4699
C  0.0223  1.1831  0.1491
C  1.4430  1.4214  0.2158
H  -1.5114  0.8775  -1.3674
H  1.5677  -1.5686  0.4631
Br  4.2261  0.3872  -0.3594
C  1.3434  -0.8093  -0.2921
H  -1.3856  -3.0914  1.1938
Cl  -3.2618  1.9091  0.6099

---

Record 3
Here is a molecular structure, C5H8BF4HgN4O7P2 from the OMol25 dataset. Energies are from the ωB97M-V functional and the def2-TZVPD basis.

Results
Expectation value of S²: 0.756
E_tot (eV): -59920.69445
Net charge: -2
Spin multiplicity: 2
Energy above the lowest of the compared OMol25 structures with the same formula, charge and spin (kJ/mol): 179.3
F_max (eV/A): 2.12
HOMO (spin up / spin down) (eV): -0.44 / -3.92
Kohn-Sham gap (spin up / spin down) (eV): 5.38 / 8.86

CARTESIAN COORDINATES (ANGSTROEM)
H  -3.9213  -2.4264  0.6985
H  -1.2521  -1.2752  3.2650
O  -1.5793  0.6653  3.3557
C  2.9978  0.4727  -1.2855
F  -2.5833  0.5039  -2.0383
N  3.0789  -0.6334  -2.0308
H  4.9672  0.4138  -0.9680
O  0.8826  0.1490  3.1176
Hg  -1.0513  0.2296  0.3659
H  4.1617  1.6026  -0.0746
C  1.9110  -1.1436  -2.4301
H  -0.2420  -1.0060  -2.4412
N  4.1988  1.0659  -0.9291
P  -0.1199  1.3922  3.0071
P  0.7314  -1.3851  2.5235
H  1.9768  -2.0420  -3.0308
F  -2.0969  1.3973  -4.0781
O  0.1801  2.3789  4.0616
O  -0.2106  1.8607  1.5786
C  0.6937  -0.5933  -2.0985
O  -0.5465  -1.9212  3.3614
C  1.7733  1.0519  -0.9483
N  0.6154  0.5066  -1.3291
O  1.9313  -2.1387  2.9054
F  -3.1931  -0.5790  -3.9415
H  1.7201  1.9461  -0.3378
C  -2.9753  -0.6529  0.8516
F  -4.2435  1.3362  -3.3678
H  -2.0243  1.2837  3.9324
N  -3.1071  -1.8349  0.5957
O  0.3526  -1.2945  1.0661
B  -3.0264  0.6696  -3.3568

---

Record 4
Here is 2 unconnected molecules or ions with the total composition C5H8BrF2N from the OMol25 dataset. Energies are from the ωB97M-V functional and the def2-TZVPD basis.

Results
E_tot (eV): -82278.59107
Spin multiplicity: 1
Energy above the lowest of the compared OMol25 structures with the same formula, charge and spin (kJ/mol): 199.2
F_max (eV/A): 3.27
HOMO (eV): -7.70
Kohn-Sham gap (eV): 8.36

CARTESIAN COORDINATES (ANGSTROEM)
F  0.8958  -1.3337  -2.6405
N  -0.5728  0.0723  0.5751
C  1.7090  -0.8863  0.9052
C  -0.7485  1.2193  1.4451
H  -1.7652  1.5881  1.3492
C  -1.7144  -0.4222  -0.1583
H  -0.5651  0.9321  2.4832
H  2.6257  -0.9809  0.3532
H  -2.4514  -0.8369  0.5352
H  -1.3929  -1.2000  -0.8457
C  0.6224  -0.4018  0.3830
H  1.7116  -1.2677  1.9179
H  -0.0568  2.0189  1.1786
C  1.1891  -0.2049  -1.9516
Br  0.1765  1.3009  -2.7053
H  -2.1765  0.3844  -0.7306
F  2.5135  0.0184  -2.0937

---

Record 5
Here is a single C5H8BrFS molecule from the OMol25 dataset. Energies are from the ωB97M-V functional and the def2-TZVPD basis.

Results
E_tot (eV): -88908.60350
Spin multiplicity: 1
Energy above the lowest of the compared OMol25 structures with the same formula, charge and spin (kJ/mol): 0.0
F_max (eV/A): 4.26
HOMO (eV): -9.16
Kohn-Sham gap (eV): 8.60

CARTESIAN COORDINATES (ANGSTROEM)
C  1.7971  0.8234  -0.6122
H  -2.8737  0.1106  0.5217
H  -1.6821  -0.8956  1.2670
Br  -0.5430  3.1783  0.3402
F  0.8177  0.4662  1.4732
H  0.8977  -1.0815  0.2249
H  -1.2003  -0.4756  -1.0162
C  -0.7664  0.2898  -0.3018
C  -0.9470  1.6585  -0.9005
H  1.9695  0.3963  -1.5686
H  1.3049  1.8613  -0.7021
H  -1.7431  0.8233  1.7284
H  2.6364  0.7974  0.0478
C  0.7597  0.0503  0.2202
S  -1.3445  1.8772  -2.4186
C  -1.7865  0.0574  0.8686

---

Record 6
Here is a single C5H8BrN molecule from the OMol25 dataset. Energies are from the ωB97M-V functional and the def2-TZVPD basis.

Results
E_tot (eV): -76843.04526
Spin multiplicity: 1
Energy above the lowest of the compared OMol25 structures with the same formula, charge and spin (kJ/mol): 313.9
F_max (eV/A): 4.09
HOMO (spin up / spin down) (eV): -8.46 / -8.46
Kohn-Sham gap (spin up / spin down) (eV): 8.62 / 8.62

CARTESIAN COORDINATES (ANGSTROEM)
Br  3.0829  0.3897  -0.1023
H  -1.5565  -0.3095  0.8229
H  -0.6669  1.9682  -0.8957
H  -2.3580  1.2581  -0.6865
C  -0.7566  0.1298  0.3350
C  0.3164  0.6570  1.1891
H  0.2974  0.6537  2.3451
C  -1.2703  1.0312  -0.8329
H  -1.1554  0.4372  -1.7575
C  1.0789  -1.5019  -0.1860
H  1.4320  -2.4488  -0.5877
N  1.9085  -0.7449  0.6699
H  -0.9091  -1.8800  -0.7540
H  0.7616  1.5022  0.7546
C  -0.2048  -1.1420  -0.3139

---

Record 7
Here is a single C5H8Cl2 molecule from the OMol25 dataset. Energies are from the ωB97M-V functional and the def2-TZVPD basis.

Results
E_tot (eV): -30358.58704
Spin multiplicity: 1
Energy above the lowest of the compared OMol25 structures with the same formula, charge and spin (kJ/mol): 124.9
F_max (eV/A): 1.95
HOMO (eV): -9.40
Kohn-Sham gap (eV): 10.24

CARTESIAN COORDINATES (ANGSTROEM)
H  -2.9354  -1.6059  -0.0488
H  -2.3977  -0.0553  -0.7757
H  1.6387  2.2989  0.2567
Cl  -0.5050  0.7017  -1.4843
H  -0.8220  -1.0214  1.7336
H  -3.2972  -0.1116  0.7895
C  -0.1222  -0.0777  0.0222
H  0.8905  1.8027  1.8078
H  2.5694  1.4815  1.7367
C  1.4093  0.1026  0.4451
Cl  2.3968  -0.1191  -1.0421
C  1.6225  1.5134  1.0735
C  -2.5791  -0.5990  0.1585
C  -1.1532  -0.5335  0.7509
H  1.7489  -0.7141  1.1199

---

Record 8
Here is a single C5H8Cl2S molecule from the OMol25 dataset. Energies are from the ωB97M-V functional and the def2-TZVPD basis.

Results
E_tot (eV): -41194.54171
Spin multiplicity: 1
Energy above the lowest of the compared OMol25 structures with the same formula, charge and spin (kJ/mol): 3.9
F_max (eV/A): 1.05
HOMO (eV): -9.02
Kohn-Sham gap (eV): 9.69

CARTESIAN COORDINATES (ANGSTROEM)
H  -0.5590  2.7686  0.2287
C  -0.9001  1.9862  -0.4567
C  -0.3938  0.7625  -0.3904
H  -0.0659  0.7283  -3.3422
S  -1.0090  -0.5204  -1.4780
H  -0.3255  -0.9542  -3.6725
C  0.6497  0.4025  0.6314
H  1.1007  -0.4914  -2.7381
H  -1.6835  2.2590  -1.1513
C  0.2739  -0.7767  1.5130
H  0.0355  -1.6457  0.9104
H  1.0774  -1.0086  2.2207
H  0.8451  1.2687  1.2455
C  0.0371  -0.2778  -2.9359
Cl  -1.1766  -0.4097  2.4821
Cl  2.2188  -0.0125  -0.1422

---

Record 9
Here is 2 unconnected molecules or ions with the total composition C5H8Cl4S from the OMol25 dataset. Energies are from the ωB97M-V functional and the def2-TZVPD basis.

Results
E_tot (eV): -66236.13904
Spin multiplicity: 1
Energy above the lowest of the compared OMol25 structures with the same formula, charge and spin (kJ/mol): 263.7
F_max (eV/A): 2.79
HOMO (spin up / spin down) (eV): -8.07 / -7.34
Kohn-Sham gap (spin up / spin down) (eV): 8.13 / 6.84

CARTESIAN COORDINATES (ANGSTROEM)
C  -0.0708  -1.0869  0.4283
Cl  0.0501  1.2239  -3.2998
C  0.2214  0.1757  -0.3413
S  0.3284  -2.6560  0.0137
Cl  2.3311  -1.8444  2.6147
H  0.8359  -0.1589  -1.1492
H  -1.5236  -0.0979  -1.4004
Cl  1.6551  0.9429  2.5969
H  -1.8156  2.0172  -2.4274
H  -1.9369  0.8437  -0.1665
H  0.6724  0.9686  0.2812
H  1.2128  -2.7406  -0.9306
C  -1.0651  0.7017  -0.8447
C  1.1022  -0.6170  2.7557
C  -0.8489  1.7763  -1.9312
H  -0.3639  2.6887  -1.5043
Cl  0.1325  -0.9421  4.1321
H  -0.9171  -1.1947  1.1729

---

Record 10
Here is a single C5H8ClF molecule from the OMol25 dataset. Energies are from the ωB97M-V functional and the def2-TZVPD basis.

Results
E_tot (eV): -20554.92085
Spin multiplicity: 1
Energy above the lowest of the compared OMol25 structures with the same formula, charge and spin (kJ/mol): 2.0
F_max (eV/A): 2.42
HOMO (eV): -10.63
Kohn-Sham gap (eV): 11.58

CARTESIAN COORDINATES (ANGSTROEM)
C  0.4270  0.4583  0.0633
H  -2.5377  0.1216  -1.2983
C  -0.6073  0.3780  1.2256
C  -1.6470  -0.3160  -0.8451
H  -0.2239  -0.0820  2.1607
H  -0.8743  1.4163  1.5066
H  -1.4697  -1.3170  -1.2342
H  -0.8217  1.6253  -1.1320
C  -1.7390  -0.4274  0.6864
H  -0.0509  0.3488  -2.1007
H  -2.6910  -0.0431  1.0980
F  1.2871  1.4917  0.0794
Cl  1.3578  -1.0606  -0.0408
H  -1.6164  -1.4631  1.0180
C  -0.4971  0.5735  -1.1367

---

Record 11
Here is 2 unconnected molecules or ions with the total composition C5H8ClF from the OMol25 dataset. Energies are from the ωB97M-V functional and the def2-TZVPD basis.

Results
E_tot (eV): -20549.11605
Spin multiplicity: 1
Energy above the lowest of the compared OMol25 structures with the same formula, charge and spin (kJ/mol): 562.1
F_max (eV/A): 4.33
HOMO (spin up / spin down) (eV): -8.71 / -8.69
Kohn-Sham gap (spin up / spin down) (eV): 7.87 / 8.93

CARTESIAN COORDINATES (ANGSTROEM)
H  -0.3114  -1.7492  -0.6194
H  1.9185  2.0072  0.2008
H  0.8442  -1.9783  -1.8905
F  -2.1221  1.4920  0.5997
C  -2.2580  0.3183  -0.0489
Cl  3.0515  -0.6870  -0.1652
H  -2.9072  -0.4326  0.4731
C  0.6492  0.6139  -0.6093
C  0.7153  -1.9544  -0.8135
C  1.1936  -0.5230  -0.4986
H  -1.9389  0.2325  -1.1194
H  0.2298  2.5270  0.3101
H  1.3454  -2.5712  -0.2567
C  0.8923  2.0248  -0.3403
H  0.9406  2.5340  -1.3100

---

Record 12
Here is a single C5H8ClI molecule from the OMol25 dataset. Energies are from the ωB97M-V functional and the def2-TZVPD basis.

Results
Expectation value of S²: 2.021
E_tot (eV): -25929.07721
Spin multiplicity: 3
Energy above the lowest of the compared OMol25 structures with the same formula, charge and spin (kJ/mol): 149.4
F_max (eV/A): 5.62
HOMO (spin up / spin down) (eV): -5.39 / -6.99
Kohn-Sham gap (spin up / spin down) (eV): 5.84 / 3.39

CARTESIAN COORDINATES (ANGSTROEM)
H  -1.3298  -0.2851  -2.0450
I  1.6053  0.3128  0.0755
H  2.9714  2.2007  1.0926
Cl  -3.1430  0.2977  0.2073
H  -0.8705  -1.0532  2.0560
H  -2.1089  1.2250  -2.1514
C  3.1561  1.0570  1.0876
H  0.1860  0.3986  2.7334
H  -0.2311  1.0240  -1.9171
C  -0.6348  0.4520  0.7675
C  -1.4860  0.5408  -0.2093
H  3.1128  0.5637  2.0926
C  -1.2789  0.7319  -1.6646
C  -0.7194  -0.0422  2.2195
H  -1.6940  0.4132  2.6583